No. 1
Entry from the OMol25 dataset: a structure of composition C19H30CoNSi2 in a non-equilibrium geometry (wB97M-V/def2-TZVPD).

```
53
Properties=species:S:1:pos:R:3:forces:R:3
Co 1.31470 0.34695 0.04712 0.2 0.0 0.2
C 2.02740 1.61925 3.50012 -0.1 0.0 0.2
C 2.39740 1.47685 2.06532 0.0 0.0 -0.2
C 1.97510 2.43505 1.12802 0.2 -0.2 0.0
C 2.36600 2.34215 -0.21288 0.4 0.2 0.0
C 3.22010 1.30385 -0.63638 0.5 0.4 0.0
C 3.70460 0.38615 0.31052 0.0 0.3 0.0
C 3.25810 0.44845 1.63202 0.0 0.2 0.0
H 2.71770 2.32185 3.97472 0.0 0.0 0.0
H 2.09120 0.67555 4.03472 0.0 0.0 0.0
H 1.02780 2.03215 3.60882 -0.1 0.0 0.0
H 1.41670 3.29505 1.47512 -0.2 -0.1 -0.1
H 2.11920 3.14655 -0.89208 -0.2 -0.1 -0.2
H 3.60720 1.29985 -1.64898 -0.2 -0.1 0.0
H 4.46790 -0.32425 0.02922 -0.1 -0.2 -0.1
H 3.65250 -0.23755 2.36842 -0.1 -0.2 0.0
C -3.08520 -0.32305 -2.52638 0.5 0.2 0.5
Si -1.37090 0.41435 -2.15828 1.3 -0.1 -0.9
C -0.03560 -0.37245 -3.29738 -1.0 0.7 0.3
C -1.30680 2.30795 -2.23458 -0.2 -0.7 0.1
C -0.73430 -0.27735 -0.43888 -2.9 0.3 0.2
C -0.19900 -1.62615 -0.49858 0.3 -0.9 -0.2
C -0.89260 -2.83635 -0.58838 0.1 0.4 0.0
C -0.17380 -4.01345 -0.68708 0.3 0.1 0.0
C 1.21660 -3.97175 -0.69148 0.1 0.3 0.1
C 1.84480 -2.74065 -0.56408 0.2 -0.9 0.0
N 1.15490 -1.61655 -0.46588 -0.5 0.6 0.1
Si -1.82620 0.09585 1.15352 0.9 -0.1 0.0
C -1.77780 1.98955 1.31502 -0.2 -0.7 0.1
C -3.58070 -0.62585 1.09572 0.6 0.2 -0.1
C -0.65930 -0.77415 2.40632 -0.8 0.6 -0.2
H -3.37170 -0.06585 -3.54298 0.2 0.1 -0.2
H -3.85420 0.06855 -1.86958 -0.1 0.1 0.1
H -3.09030 -1.40635 -2.45328 0.1 -0.2 0.0
H -0.15900 0.01145 -4.30538 0.1 0.0 -0.2
H -0.14830 -1.45105 -3.33518 0.0 -0.2 0.0
H 0.97500 -0.14025 -2.96628 0.2 0.1 0.0
H -1.52160 2.63155 -3.25138 0.0 -0.1 -0.2
H -0.33050 2.70995 -1.97488 0.2 0.0 0.1
H -2.04690 2.77945 -1.59688 -0.1 0.1 0.2
H -1.96880 -2.84805 -0.59148 -0.2 0.0 0.0
H -0.68600 -4.96095 -0.76348 -0.1 -0.1 0.0
H 1.80420 -4.87125 -0.76528 0.1 -0.1 0.0
H 2.92190 -2.65545 -0.54678 0.1 0.0 0.0
H -2.67430 2.43735 0.89602 -0.1 0.1 -0.1
H -0.92320 2.42745 0.80802 0.2 0.1 -0.1
H -1.74140 2.28655 2.35892 0.0 0.0 0.2
H -4.21270 -0.08805 0.39662 0.0 0.1 -0.1
H -4.04780 -0.53285 2.07352 0.1 0.1 0.2
H -3.60740 -1.67805 0.83112 0.1 -0.2 0.0
H 0.39500 -0.61805 2.15152 0.1 0.0 0.1
H -0.83010 -1.84445 2.43702 0.0 -0.2 -0.1
H -0.81980 -0.38925 3.40672 0.1 0.1 0.3
```
Positions in Å, forces in eV/Å.

Computed properties:
- Charge: +2
- E: -2757.93299 hartree
- LUMO energy (spin up / spin down): -6.492 / -9.561 eV
- Gap between HOMO and LUMO (spin up / spin down): 8.85 / 5.63 eV
- Multiplicity: 5

List of natural (NBO) charges in e, atom by atom: 1.501, -0.662, 0.007, -0.246, -0.261, -0.312, -0.215, -0.189, 0.276, 0.249, 0.245, 0.275, 0.281, 0.285, 0.274, 0.262, -1.079, 1.623, -1.099, -1.112, -0.912, 0.137, -0.255, -0.088, -0.236, 0.087, -0.637, 1.609, -1.114, -1.089, -1.083, 0.280, 0.251, 0.250, 0.265, 0.246, 0.213, 0.275, 0.227, 0.255, 0.246, 0.256, 0.260, 0.219, 0.268, 0.220, 0.261, 0.257, 0.277, 0.252, 0.178, 0.264, 0.263

=====

No. 2
Entry from the OMol25 dataset: a cluster of 3 separate species, C19H30F2N4OP in total in a non-equilibrium geometry (wB97M-V/def2-TZVPD).

```
57
Properties=species:S:1:pos:R:3:forces:R:3
C 3.77853 0.50176 3.47253 -0.8 0.5 0.1
C 3.54604 1.76141 2.57038 0.0 -0.3 1.6
C 3.74763 2.99244 3.49646 0.5 -0.6 -0.5
C 2.11780 1.61227 1.97501 0.9 0.0 -1.8
C 2.25158 0.68385 0.71459 -0.3 0.6 0.4
C 1.54466 2.94749 1.43326 1.6 -0.4 0.8
O 0.23540 2.84535 0.85612 -0.2 1.1 -1.2
N -0.76888 2.49746 1.73570 1.4 -1.9 1.0
P -1.26735 0.82556 1.85811 -2.7 -1.4 1.3
N -2.77472 0.81853 2.32815 1.1 0.3 0.2
C -0.91694 3.24687 2.85529 -0.7 1.6 -0.5
N -1.13644 4.56121 2.67310 2.2 -0.5 0.8
N -0.91457 2.78200 4.14176 -1.7 -0.9 0.1
H 3.78719 -0.43400 2.90145 0.3 0.2 0.2
H 4.65414 0.62248 4.12353 0.0 -0.2 -0.5
H 2.90675 0.44636 4.15342 0.4 -0.1 -0.1
H 4.34808 1.73339 1.81690 -0.6 0.3 -0.2
H 3.50462 3.94904 3.01440 0.0 -0.2 0.3
H 4.81945 3.02911 3.74836 -0.4 0.1 0.0
H 3.20526 2.82630 4.44064 0.0 0.4 -0.3
H 1.46655 1.13095 2.72053 0.2 0.3 -0.1
H 3.05926 -0.04915 0.82980 -0.6 -0.1 0.1
H 1.28646 0.23047 0.48338 0.4 -0.2 0.0
H 2.52682 1.28161 -0.17178 -0.1 -0.1 0.4
H 2.20792 3.22138 0.59874 -0.6 0.1 0.0
H 1.66385 3.78247 2.15240 -0.7 -0.3 -0.1
H -1.19177 0.18385 0.60295 1.0 0.9 -0.1
H -0.51799 0.12441 2.83706 0.7 0.3 -0.8
H -2.81568 0.32078 3.21853 -0.4 0.2 -0.2
H -0.40848 4.97727 2.08679 -1.0 0.5 -0.8
H -1.24177 5.03317 3.56759 0.1 0.1 -0.2
H -0.07853 2.75726 4.70835 -0.1 0.1 -0.3
H -1.80011 2.45163 4.51090 0.4 -0.2 0.1
F 0.93279 -1.13322 -1.06214 -0.1 -0.2 -0.1
C 0.44399 -0.94980 -2.31310 -0.2 0.1 -0.5
C 0.68661 -1.90566 -3.27823 0.2 -0.3 0.1
C 0.18091 -1.71663 -4.55618 -0.1 0.2 0.1
C -0.54957 -0.57302 -4.85367 0.0 0.0 -0.1
C -0.78055 0.38030 -3.87297 0.0 -0.1 0.0
C -0.28481 0.19004 -2.58972 0.0 0.1 0.3
H 1.26452 -2.78637 -3.02907 0.0 0.0 0.0
H 0.35660 -2.46160 -5.32081 0.0 0.0 0.0
H -0.93970 -0.42715 -5.85226 0.0 0.0 0.0
H -1.34670 1.27276 -4.10575 0.0 0.0 0.0
H -0.46147 0.92016 -1.80819 0.0 0.0 0.0
F -3.02480 -2.65030 -5.01998 0.0 0.1 -0.1
C -3.19316 -3.68016 -4.17020 0.0 -0.3 0.3
C -3.17375 -3.43937 -2.81019 0.1 0.2 0.1
C -3.35164 -4.50036 -1.93335 0.0 -0.1 -0.2
C -3.53572 -5.78584 -2.42592 0.0 -0.1 0.1
C -3.54761 -6.01092 -3.79613 0.0 0.1 0.1
C -3.38055 -4.95121 -4.67655 0.0 0.0 -0.3
H -3.02086 -2.43070 -2.44664 0.0 0.0 -0.1
H -3.34636 -4.32459 -0.86525 0.0 0.0 0.0
H -3.67032 -6.61268 -1.74028 0.0 0.0 0.0
H -3.68716 -7.01301 -4.18006 0.0 0.0 0.0
H -3.39543 -5.10560 -5.74772 0.0 0.0 0.0
```
Positions in Å, forces in eV/Å.

Computed properties:
- Charge: +1
- E: -1576.94062 hartree
- LUMO energy: -5.289 eV
- Gap between HOMO and LUMO: 5.46 eV
- Relative energy (zero: lowest compared OMol25 entry of this formula, charge and spin): 30.6 kcal/mol

List of natural (NBO) charges in e, atom by atom: -0.602, -0.202, -0.625, -0.271, -0.610, -0.101, -0.336, -0.417, 1.393, -1.271, 0.772, -0.677, -0.940, 0.221, 0.227, 0.186, 0.219, 0.200, 0.236, 0.199, 0.196, 0.231, 0.215, 0.213, 0.234, 0.170, 0.021, -0.024, 0.376, 0.435, 0.423, 0.450, 0.454, -0.345, 0.371, -0.281, -0.176, -0.210, -0.205, -0.262, 0.235, 0.228, 0.228, 0.222, 0.201, -0.326, 0.398, -0.290, -0.193, -0.228, -0.186, -0.284, 0.224, 0.214, 0.219, 0.222, 0.232

=====

No. 3
Entry from the OMol25 dataset: a cluster of 3 separate species, C19H30FIN4O6P2 in total in a non-equilibrium geometry (wB97M-V/def2-TZVPD).

```
63
Properties=species:S:1:pos:R:3:forces:R:3
C -3.76570 -1.78527 -1.38237 -0.9 0.8 -0.5
C -2.55721 -0.74837 -1.76868 0.6 0.2 0.6
C -1.76507 -0.12611 -0.43339 -0.8 -1.1 -0.5
C -2.84972 0.60090 0.55400 -0.7 -0.2 -0.7
C -2.47047 2.12280 1.02168 -0.4 0.3 1.4
C -0.87105 2.42308 1.21153 3.5 1.2 -1.1
C -0.08810 3.10875 -0.07680 2.2 -0.5 2.1
C 1.49574 3.52750 -0.06678 -1.7 -1.7 2.7
C 2.41550 3.25225 1.26142 -4.4 -1.2 -0.3
I 4.53763 3.81120 1.22845 -2.1 -0.6 0.2
C 1.64647 2.56122 2.57022 -0.3 0.9 -2.5
F 2.52705 2.36043 3.77798 -3.1 0.6 -3.9
C 0.03075 2.13896 2.55166 2.3 2.8 -2.8
P -0.78028 1.32409 4.08752 0.0 -0.7 1.5
N -2.10165 2.46739 4.57551 2.2 0.9 -0.9
O 0.29561 1.32220 5.47438 -1.1 2.8 -1.9
C 1.81788 4.20296 -1.52534 3.9 -0.6 -0.6
O 2.97614 4.34738 -2.18359 -8.2 -0.6 4.4
N 0.39051 4.58058 -1.97400 0.4 0.7 -0.2
P -0.32378 6.02011 -1.16645 -6.5 -0.5 -0.6
O -1.92567 5.84615 -1.23548 5.6 0.4 0.3
C -0.61500 3.52161 -1.57322 -4.2 -3.9 -0.1
O -1.65233 2.97501 -2.22225 7.4 4.1 4.0
H -4.55657 -1.29623 -0.66052 1.6 -0.7 -1.4
H -4.35567 -2.00063 -2.39664 1.4 0.1 2.3
H -3.42215 -2.78769 -0.88405 -0.5 2.2 -1.2
H -1.77115 -1.31109 -2.42936 -1.5 1.0 1.2
H -2.91224 0.20038 -2.38775 0.4 -2.1 1.3
H -0.93095 0.56981 -0.86707 -1.6 -1.2 1.2
H -1.30544 -1.03456 0.16814 -0.6 2.0 -1.3
H -3.86415 0.68526 -0.06963 2.2 0.0 1.4
H -3.13029 -0.10082 1.47848 0.9 1.7 -1.9
H -2.99630 2.92329 0.30911 1.7 -1.7 1.4
H -2.98917 2.28897 2.08381 1.2 -0.3 -2.2
H -1.99681 3.28544 3.91838 -0.4 -0.8 1.1
H -1.93115 2.82766 5.54085 -0.2 -0.4 -1.0
H 0.48358 2.28698 5.73430 -0.1 -2.0 -0.4
H -0.05011 7.26935 -1.86046 0.8 -1.2 0.5
H 0.00230 6.08005 0.26035 0.6 -0.1 -1.3
C 4.36179 -0.69692 -1.58739 -0.2 0.0 -0.3
C 4.17663 -1.25237 -0.20386 -0.6 -0.6 0.6
O 3.22955 -1.97847 0.08817 0.4 0.3 -0.2
N 5.10106 -0.92806 0.74481 -0.4 -0.2 -0.4
C 6.27186 -0.09707 0.59782 0.0 -0.1 0.5
H 3.54670 -1.04274 -2.23170 0.2 0.0 0.3
H 4.33940 0.39585 -1.55764 0.2 -0.1 -0.1
H 5.30795 -1.04840 -2.00771 0.0 0.2 0.0
H 4.91000 -1.33883 1.65162 0.1 0.1 -0.2
H 7.14819 -0.69744 0.85405 0.2 0.3 -0.1
H 6.18726 0.73546 1.30070 0.3 0.1 -0.2
H 6.38203 0.29252 -0.41488 -0.1 -0.1 0.2
C -2.83579 -6.47909 -2.52212 -0.2 -0.1 -0.2
C -2.28964 -5.17781 -2.00699 0.0 0.9 -0.1
O -2.67859 -4.09191 -2.43007 0.4 -1.0 -0.1
N -1.33120 -5.22498 -1.03803 -0.5 0.1 -0.4
C -0.74992 -6.39174 -0.41858 0.2 0.3 0.2
H -3.59072 -6.27976 -3.28987 0.2 0.1 0.2
H -2.03290 -7.06979 -2.97154 -0.1 -0.1 0.1
H -3.30883 -7.03443 -1.70771 0.1 -0.1 -0.1
H -1.01192 -4.30982 -0.74124 0.0 -0.2 -0.1
H -0.93805 -6.33428 0.65629 0.1 -0.3 0.0
H 0.32792 -6.36929 -0.59755 0.0 -0.3 0.1
H -1.16375 -7.32159 -0.81050 0.0 0.2 0.0
```
Positions in Å, forces in eV/Å.

Computed properties:
- Charge: 0
- E: -2492.25731 hartree
- LUMO energy: -2.096 eV
- Gap between HOMO and LUMO: 7.00 eV
- Structure (SMILES): CCCCCc1c2c(c(I)c(F)c1P(N)O)C(=O)N([PH2]=O)C2=O.CNC(C)=O.CNC(C)=O

List of natural (NBO) charges in e, atom by atom: -0.632, -0.408, -0.423, -0.420, -0.479, 0.080, -0.118, -0.161, -0.237, 0.254, 0.413, -0.356, -0.430, 1.256, -1.135, -0.947, 0.670, -0.477, -0.822, 1.491, -1.032, 0.671, -0.464, 0.186, 0.226, 0.231, 0.220, 0.210, 0.217, 0.207, 0.229, 0.224, 0.276, 0.237, 0.381, 0.391, 0.478, 0.007, -0.017, -0.722, 0.672, -0.635, -0.618, -0.412, 0.248, 0.229, 0.226, 0.403, 0.196, 0.198, 0.214, -0.720, 0.674, -0.636, -0.618, -0.412, 0.247, 0.227, 0.226, 0.407, 0.198, 0.202, 0.210

=====

Look up the charge of the first one.
+2